[1]
{"formula": "C17H36N5O3S3", "method": "wB97M-V/def2-TZVPD", "homo_lumo_gap_ev": 7.92, "homo_energy_ha": -0.402, "charge": 1, "multiplicity": 1, "species": ["C", "C", "C", "C", "N", "C", "C", "C", "C", "C", "N", "C", "N", "N", "N", "C", "S", "S", "C", "C", "C", "H", "H", "H", "H", "H", "H", "H", "H", "H", "H", "H", "H", "H", "H", "H", "H", "H", "H", "H", "H", "H", "H", "H", "H", "H", "H", "H", "H", "O", "S", "O", "O", "C", "C", "C", "H", "H", "H", "H", "H", "H", "H", "H"], "positions_angstrom": [[-2.9746, 0.3176, -0.8175], [-2.0027, 1.4760, -0.6464], [-1.0354, 1.2427, 0.5327], [0.4170, 1.5871, 0.1878], [1.3673, 0.8002, 1.0015], [2.4350, 1.6479, 1.5902], [1.8936, 2.3548, 2.8120], [1.2214, 1.4049, 3.7983], [2.1566, 0.2923, 4.2689], [1.4880, -0.8305, 4.9500], [2.1423, -1.9440, 5.3008], [1.2334, -2.7206, 5.9138], [1.4947, -3.9500, 6.4296], [0.0346, -2.1047, 5.9276], [0.2044, -0.8958, 5.3367], [1.9593, -0.2630, 0.2758], [2.7960, -0.1401, -1.1073], [1.6764, -1.7491, 1.1366], [2.5122, -3.0144, 0.1839], [1.6340, -3.7763, -0.8103], [0.2602, -4.2010, -0.3081], [-3.5863, 0.4864, -1.6956], [-3.6025, 0.2051, 0.0591], [-2.4124, -0.5993, -0.9775], [-1.4624, 1.6576, -1.5673], [-2.5916, 2.3646, -0.4298], [-1.3620, 1.8706, 1.3597], [-1.1029, 0.2034, 0.8476], [0.5629, 2.6441, 0.3801], [0.5674, 1.4426, -0.8773], [2.7852, 2.3742, 0.8589], [3.2801, 1.0076, 1.8212], [1.1221, 3.0521, 2.4932], [2.6535, 2.9511, 3.3069], [0.2840, 1.0295, 3.3958], [0.9682, 2.0085, 4.6721], [2.8647, 0.7119, 4.9804], [2.7469, -0.1248, 3.4619], [1.3744, -4.1191, 7.4093], [1.8979, -4.6605, 5.8527], [-0.8379, -2.4469, 6.2968], [-0.5039, -0.1874, 5.2189], [3.3354, -2.5658, -0.3606], [2.9693, -3.6960, 0.8943], [2.1800, -4.6870, -1.0467], [1.5690, -3.2331, -1.7458], [-0.3622, -4.4310, -1.1687], [0.3089, -5.1182, 0.2679], [-0.2591, -3.4269, 0.2449], [-2.2927, 1.8956, -3.9204], [-1.5695, 2.2321, -5.1112], [-1.4357, 3.5977, -5.5045], [-2.1562, 1.3871, -6.3186], [-3.5828, 1.4361, -6.5467], [-4.0130, 2.7110, -7.2434], [0.0227, 1.4834, -5.0681], [-4.1091, 1.2981, -5.6013], [-3.7993, 0.5724, -7.1718], [-3.8798, 3.5797, -6.6001], [-5.0658, 2.6468, -7.5176], [-3.4216, 2.8738, -8.1438], [-0.0886, 0.4350, -4.8056], [0.6039, 2.0072, -4.3120], [0.4869, 1.5963, -6.0438]]}

=====

[2]
{"formula": "C5H17NO2", "method": "wB97M-V/def2-TZVPD", "homo_lumo_gap_ev": 6.78, "homo_energy_ha": -0.324, "multiplicity": 1, "species": ["C", "C", "N", "C", "C", "C", "H", "H", "H", "H", "H", "H", "H", "H", "H", "H", "H", "H", "H", "H", "H", "O", "H", "H", "O"], "positions_angstrom": [[0.3946, -1.9468, 1.0639], [0.0242, -0.6526, 0.3837], [0.5633, 0.5583, 1.1033], [0.4024, 1.6962, 0.1910], [1.4239, 1.6095, -0.9785], [-0.2868, 0.6975, 2.3261], [-0.4354, -2.1942, 1.7039], [0.5237, -2.7658, 0.3625], [1.3026, -1.7964, 1.6429], [-0.9964, -0.3112, 0.2461], [0.2443, -0.7113, -0.7474], [0.6243, 2.6264, 0.7377], [-0.6068, 1.8785, -0.1899], [2.0598, 0.7402, -0.7339], [2.1604, 2.3673, -0.7580], [0.9054, 1.4806, -1.9251], [-1.0890, 1.4155, 2.0655], [0.2848, 1.0912, 3.1541], [-0.7737, -0.2528, 2.5450], [-1.6255, -2.6031, -2.1296], [0.5646, -0.8981, -1.5372], [-1.4606, -1.9355, -1.4597], [-1.8553, 0.4754, -2.8752], [-1.2408, -0.8452, -1.8849], [-1.1080, 0.2765, -2.3063]]}

=====

[3]
{"formula": "C20H22N6O4", "method": "wB97M-V/def2-TZVPD", "homo_lumo_gap_ev": 9.62, "homo_energy_ha": -0.376, "smiles": "O=[N+]([O-])c1ccccc1.O=[N+]([O-])c1ccccc1.CC#N.CC#N.CC#N.CC#N", "multiplicity": 1, "species": ["O", "N", "O", "C", "C", "C", "C", "C", "C", "H", "H", "H", "H", "H", "O", "N", "O", "C", "C", "C", "C", "C", "C", "H", "H", "H", "H", "H", "C", "C", "N", "H", "H", "H", "C", "C", "N", "H", "H", "H", "C", "C", "N", "H", "H", "H", "C", "C", "N", "H", "H", "H"], "positions_angstrom": [[8.4617, -2.2237, 0.6423], [8.4307, -1.0284, 0.8322], [9.3821, -0.3021, 0.7220], [7.1455, -0.4732, 1.2397], [5.9991, -1.2596, 1.1961], [4.8140, -0.7024, 1.6539], [4.7820, 0.6152, 2.1024], [5.9185, 1.4099, 2.0984], [7.1069, 0.8448, 1.6590], [5.9285, -2.2713, 0.8252], [3.8740, -1.2232, 1.5343], [3.8073, 1.0087, 2.3690], [5.8795, 2.4186, 2.4813], [8.0466, 1.3803, 1.6887], [-6.6943, 0.5021, -5.1804], [-6.8012, 0.3041, -3.9856], [-7.8570, 0.3701, -3.3838], [-5.5929, -0.0503, -3.2558], [-4.5060, -0.5482, -3.9431], [-3.3929, -1.0097, -3.2813], [-3.3253, -0.8143, -1.8972], [-4.4031, -0.2912, -1.1957], [-5.5925, 0.0179, -1.8719], [-4.5520, -0.6375, -5.0207], [-2.5290, -1.3639, -3.8251], [-2.4517, -1.0652, -1.3105], [-4.3606, -0.2489, -0.1167], [-6.4827, 0.2712, -1.3155], [-4.8567, -1.2904, 3.6639], [-3.7124, -1.7824, 2.9121], [-2.8040, -2.1539, 2.3213], [-5.6908, -1.2405, 2.9574], [-4.6815, -0.3018, 4.0738], [-5.1500, -2.0365, 4.4001], [-0.1684, -0.5317, 0.4294], [0.5708, 0.5174, 1.1294], [1.1532, 1.3400, 1.6763], [0.5122, -1.2977, 0.0820], [-0.6328, -0.0589, -0.4401], [-0.9848, -0.8296, 1.0861], [-0.2586, 4.4354, 1.2549], [-0.5007, 4.7492, 2.6554], [-0.6669, 5.0159, 3.7563], [-0.4238, 3.3805, 1.0528], [0.7666, 4.6771, 0.9779], [-0.9016, 5.0224, 0.5993], [1.4247, -2.1707, -2.3591], [0.8536, -1.2781, -3.3425], [0.4091, -0.5798, -4.1345], [2.0613, -2.9533, -2.7657], [0.6100, -2.6412, -1.8058], [2.0367, -1.6209, -1.6417]]}

=====

[4]
{"formula": "C31H35AsN7O2RuS6", "method": "wB97M-V/def2-TZVPD", "homo_lumo_gap_ev": [5.07, 5.29], "homo_energy_ha": [-0.049, -0.049], "charge": -2, "s2": 1.133, "multiplicity": 2, "species": ["Ru", "N", "C", "C", "C", "C", "C", "N", "C", "C", "C", "C", "C", "N", "H", "H", "H", "H", "H", "H", "H", "H", "H", "S", "As", "S", "S", "S", "C", "C", "C", "C", "C", "C", "C", "C", "N", "C", "C", "C", "C", "H", "H", "H", "H", "H", "H", "H", "H", "H", "H", "H", "H", "H", "H", "H", "H", "H", "H", "N", "C", "C", "C", "C", "C", "C", "S", "O", "O", "N", "C", "S", "C", "C", "N", "H", "H", "H", "H", "H", "H", "H", "H"], "positions_angstrom": [[-0.0430, 0.7274, 0.8445], [3.8099, 0.3565, 0.4701], [3.3386, 0.3277, 1.7706], [4.2853, 0.5828, 2.7751], [3.9008, 0.5365, 4.0982], [2.5981, 0.1585, 4.3900], [1.7414, -0.0922, 3.3339], [2.0705, 0.0374, 2.0494], [3.1455, 0.1924, -0.7250], [3.8994, -0.2372, -1.8294], [3.2730, -0.3766, -3.0448], [1.9334, -0.0137, -3.1523], [1.2839, 0.4435, -2.0233], [1.8671, 0.5395, -0.8299], [4.7944, 0.1308, 0.4069], [5.3037, 0.8248, 2.5032], [4.6026, 0.7725, 4.8882], [2.2294, 0.0829, 5.3996], [0.7393, -0.4509, 3.5432], [4.9396, -0.5046, -1.7053], [3.8187, -0.7604, -3.8960], [1.4022, -0.1216, -4.0842], [0.2477, 0.7706, -2.0509], [-3.5246, 1.9898, 3.9235], [-1.5780, 1.1644, 3.7136], [-0.2295, 2.5745, 2.7087], [-1.5367, -0.6524, 2.4602], [-0.8804, 0.7573, 5.6793], [-5.0138, 4.0329, -2.8904], [-4.3449, 3.1432, -1.8732], [-5.0773, 2.2773, -1.0743], [-4.4145, 1.4958, -0.1291], [-5.1672, 0.5457, 0.7570], [-3.0470, 1.6112, -0.0033], [-2.2493, 2.4634, -0.8024], [-2.9710, 3.2212, -1.7522], [-0.9125, 2.4739, -0.6067], [-0.1372, 3.6552, -0.9583], [0.0558, 3.8901, -2.4784], [-0.7873, 4.8852, -0.2947], [1.2854, 3.5042, -0.3866], [-6.0934, 3.8920, -2.9045], [-4.6314, 3.8282, -3.8927], [-4.8119, 5.0838, -2.6687], [-6.1534, 2.2051, -1.1833], [-6.1752, 0.3686, 0.3822], [-5.2356, 0.9558, 1.7658], [-4.6446, -0.4092, 0.8330], [-2.5357, 1.0423, 0.7697], [-2.4670, 3.8672, -2.4491], [-0.7806, 4.4010, -2.9466], [0.2101, 2.9385, -2.9817], [0.9383, 4.5107, -2.6328], [-1.7805, 5.0759, -0.6977], [-0.1665, 5.7734, -0.4284], [-0.8997, 4.6765, 0.7690], [1.8803, 2.8426, -1.0118], [1.2443, 3.0810, 0.6212], [1.7804, 4.4750, -0.3318], [0.9953, -8.0748, 2.1768], [1.2612, -6.8985, 1.4739], [2.1969, -5.9865, 1.9597], [2.4958, -4.8506, 1.2350], [1.8813, -4.6173, 0.0191], [0.9571, -5.5178, -0.4790], [0.6448, -6.6524, 0.2482], [2.2502, -3.0689, -0.8239], [3.5449, -2.6554, -0.3245], [2.1893, -3.3147, -2.2550], [1.1481, -2.0348, -0.3141], [-0.0120, -1.9402, -0.9052], [-0.5350, -2.9937, -2.2544], [-2.0840, -2.1857, -2.2179], [-2.0843, -1.2164, -1.2814], [-0.9339, -1.0757, -0.5733], [1.1841, -8.0115, 3.1668], [0.0898, -8.4767, 1.9828], [2.6684, -6.1679, 2.9172], [3.2032, -4.1184, 1.5912], [0.4814, -5.3155, -1.4277], [-0.0950, -7.3528, -0.1199], [-2.8733, -2.4849, -2.8789], [-2.9038, -0.5561, -1.0513]]}

=====

| no. | E_tot (eV) |
| --- | --- |
| 1 | -64304.7416 |
| 2 | -11038.9862 |
| 3 | -38220.2987 |
| 4 | -175675.1770 |